1.
{
  "formula": "C2H3N3S",
  "method": "the ωB97M-V functional and the def2-TZVPD basis",
  "species": ["C", "C", "H", "H", "H", "N", "N", "N", "S"],
  "coordinates": [[0.622, 0.051, -0.072], [1.438, 0.767, 0.868], [-2.075, -1.492, -0.194], [-1.033, 0.917, 0.916], [0.462, -1.084, -1.535], [-0.730, 0.233, 0.230], [1.204, -0.646, -0.953], [2.105, 1.506, 1.480], [-1.992, -0.252, -0.740]],
  "lowdin_charge": [-0.5414, -0.1528, -0.1152, 0.0860, 0.0417, -0.4261, 0.1555, 0.1729, 0.7795],
  "de_lowest_ev": 0.991,
  "e_tot_ev": -17426.80517,
  "lumo_energy_ev": 0.3,
  "smiles": "[H]/N=C(/C#N)NS",
  "homo_lumo_gap_ev": 10.6
}

---

2.
{
  "formula": "C2H3N4",
  "method": "the ωB97M-V functional and the def2-TZVPD basis",
  "species": ["C", "C", "N", "N", "N", "N", "H", "H", "H"],
  "coordinates": [[1.474, -0.950, -0.664], [1.029, -0.028, 0.274], [-1.419, 0.607, -0.707], [1.853, -1.713, -1.436], [-2.303, 0.563, 0.055], [-3.151, 0.546, 0.842], [1.535, 0.989, 0.296], [0.038, 0.346, 0.019], [0.944, -0.360, 1.321]],
  "lowdin_charge": [-0.3427, -0.1544, -0.0626, 0.0944, -0.5989, -0.0794, 0.1019, -0.0409, 0.0826],
  "de_lowest_ev": 1.229,
  "e_tot_ev": -8081.97074,
  "lumo_energy_ev": 4.2,
  "total_charge": -1,
  "homo_lumo_gap_ev": 7.3
}

---

3.
{
  "formula": "C2H3N4",
  "method": "the ωB97M-V functional and the def2-TZVPD basis",
  "species": ["C", "C", "N", "N", "N", "N", "H", "H", "H"],
  "coordinates": [[0.463, 0.281, -1.043], [0.596, -0.704, -0.150], [-1.576, 0.625, -0.047], [-0.249, 1.086, -0.089], [-1.334, -0.278, 0.753], [0.022, 0.037, 0.902], [0.580, 0.498, -2.086], [1.058, -1.672, -0.076], [0.440, 0.127, 1.837]],
  "lowdin_charge": [0.0651, 0.0059, 0.1601, 0.0834, 0.1444, 0.0179, 0.1411, 0.1428, 0.2393],
  "de_lowest_ev": 3.249,
  "e_tot_ev": -8068.33795,
  "lumo_energy_ev": -6.1,
  "total_charge": 1,
  "homo_lumo_gap_ev": 10.8
}

---

4.
{
  "formula": "C2H3N4",
  "method": "the ωB97M-V functional and the def2-TZVPD basis",
  "species": ["C", "C", "N", "N", "N", "N", "H", "H", "H"],
  "coordinates": [[-0.134, 1.268, -1.494], [0.052, -1.576, 1.184], [0.986, 1.414, -0.946], [0.241, 0.075, -0.718], [-1.086, -1.308, 0.854], [-0.110, -0.258, 0.670], [-0.836, 1.913, -2.156], [0.997, -2.141, 1.380], [-0.109, 0.613, 1.224]],
  "lowdin_charge": [-0.0502, 0.0668, 0.1935, -0.0116, 0.2941, -0.0581, 0.1774, 0.1928, 0.1953],
  "de_lowest_ev": 3.991,
  "e_tot_ev": -8067.59607,
  "lumo_energy_ev": -5.2,
  "total_charge": 1,
  "smiles": "C1=NN1[N@@H+]1C=N1",
  "homo_lumo_gap_ev": 10.1
}

---

5.
{
  "formula": "C2H3N4",
  "method": "the ωB97M-V functional and the def2-TZVPD basis",
  "species": ["C", "C", "N", "N", "N", "N", "H", "H", "H"],
  "coordinates": [[0.957, -0.956, -0.126], [-0.203, 0.074, -0.310], [1.844, 0.097, -0.496], [1.828, -0.208, 0.752], [0.813, 1.088, -0.749], [0.277, 1.090, 0.625], [0.867, -2.022, -0.377], [-1.144, 0.110, -0.656], [-0.202, 1.939, 0.945]],
  "lowdin_charge": [-0.0705, -0.0475, 0.0375, 0.3280, 0.1486, 0.1379, 0.1699, 0.1186, 0.1776],
  "de_lowest_ev": 6.337,
  "e_tot_ev": -8065.25072,
  "lumo_energy_ev": [-8.5, -8.7],
  "total_charge": 1,
  "smiles": "N1=[N+]2[C@@H]1[C@H]1NN12",
  "homo_lumo_gap_ev": [7.9, 7.8]
}

---

6.
{
  "formula": "C2H3N4O",
  "method": "the ωB97M-V functional and the def2-TZVPD basis",
  "species": ["C", "C", "N", "N", "N", "N", "O", "H", "H", "H"],
  "coordinates": [[-2.285, -0.529, 0.035], [0.040, 0.104, -0.001], [-3.528, -0.217, -0.008], [-4.545, 0.369, -0.081], [-1.571, 1.815, 0.080], [-1.347, 0.622, 0.052], [-1.813, -1.700, 0.067], [0.628, 0.800, -0.596], [0.441, 0.055, 1.014], [0.024, -0.898, -0.429]],
  "lowdin_charge": [-0.5989, -0.0831, -0.1095, 0.0452, 0.0308, -0.3088, -0.1697, 0.0619, 0.0746, 0.0575],
  "de_lowest_ev": 3.600,
  "e_tot_ev": -10127.00197,
  "lumo_energy_ev": [4.2, 4.2],
  "total_charge": -1,
  "homo_lumo_gap_ev": [6.0, 6.0]
}